Formula: C57H69BrN6O7S2ScSiTe
Source: the Open Molecules 2025 dataset
Level of theory: ωB97M-V/def2-TZVPD

```
145
Properties=species:S:1:pos:R:3:forces:R:3:lowdin_spin:R:1
Sc 0.984 2.314 0.087 0.45 -0.09 1.20 0.020
N -2.248 4.012 3.053 -0.04 -0.09 0.26 0.018
C -1.356 3.900 2.044 -0.16 -0.05 -0.12 0.015
N -0.450 2.997 1.973 0.41 -0.51 0.15 0.010
C -0.343 2.052 3.016 -0.60 0.72 0.18 0.083
N 0.569 1.163 3.002 0.64 0.07 0.26 -0.038
N 1.462 1.270 1.980 0.09 -0.30 -0.31 0.157
C 2.584 0.552 2.180 -0.06 0.38 0.04 0.250
C 3.692 0.772 1.353 0.09 0.12 -0.06 0.066
C 4.940 0.151 1.596 0.04 0.00 0.03 0.069
C 6.024 0.499 0.837 0.06 0.01 0.00 0.022
C 5.870 1.458 -0.174 0.06 -0.02 0.01 0.109
C 4.611 1.990 -0.385 -0.15 -0.11 -0.01 0.002
N 3.532 1.667 0.333 -0.08 -0.07 -0.03 0.121
C -1.253 2.149 4.170 0.14 0.11 -0.24 0.002
C -1.146 1.344 5.303 0.00 -0.06 0.03 0.018
C -2.019 1.499 6.366 0.00 -0.06 -0.05 0.000
C -3.018 2.468 6.312 0.05 -0.07 0.05 0.021
C -3.114 3.301 5.214 -0.04 0.11 -0.05 0.000
C -2.221 3.151 4.159 -0.09 0.14 -0.17 0.013
H -2.909 4.768 3.031 -0.06 0.01 -0.04 0.000
H -1.486 4.605 1.233 0.04 0.02 -0.01 0.000
H 2.663 -0.078 3.057 0.11 0.20 0.00 0.012
H 5.017 -0.583 2.389 0.01 0.03 0.00 0.002
H 6.989 0.040 1.018 -0.03 0.02 0.00 -0.001
H 6.705 1.784 -0.781 -0.06 -0.03 0.02 0.007
H 4.459 2.716 -1.173 -0.03 -0.02 -0.01 -0.002
H -0.353 0.606 5.326 -0.03 0.06 0.03 0.001
H -1.922 0.865 7.239 -0.02 0.03 -0.03 0.000
H -3.715 2.582 7.133 0.04 0.00 -0.01 0.001
H -3.870 4.079 5.176 0.03 -0.03 -0.02 -0.001
O 3.759 4.964 -0.780 0.17 0.07 0.04 0.000
S 2.397 4.547 -0.654 0.31 0.10 0.19 0.000
O 1.985 4.071 0.701 0.16 0.35 -0.19 0.004
O 2.015 3.460 -1.587 0.09 0.31 0.16 0.000
C 1.436 6.047 -0.787 -0.46 -0.01 0.06 0.000
C 2.145 7.206 -0.487 -0.02 -0.14 -0.13 0.000
C 1.475 8.406 -0.311 -0.07 0.13 -0.02 0.000
C 0.095 8.456 -0.415 0.02 0.07 0.02 0.000
C -0.623 7.306 -0.702 0.09 -0.14 0.02 0.000
C 0.036 6.097 -0.883 0.42 0.03 0.03 0.000
S -0.982 4.729 -1.388 -0.01 -0.29 -0.24 0.000
O -2.296 4.993 -0.852 -0.04 0.05 0.13 0.000
O -0.853 4.692 -2.815 -0.02 -0.12 -0.16 0.000
O -0.400 3.516 -0.733 -0.92 0.84 -0.32 0.001
H 3.218 7.145 -0.379 -0.05 0.02 -0.02 0.000
H 2.035 9.304 -0.083 0.00 -0.03 0.00 0.000
H -0.428 9.394 -0.271 0.01 -0.02 0.00 0.000
H -1.702 7.316 -0.777 0.02 0.04 -0.03 0.000
C -7.252 -2.663 4.978 0.07 0.02 -0.07 0.000
C -6.029 -2.304 4.172 -0.06 -0.04 -0.05 0.000
C -4.768 -2.253 4.750 -0.01 -0.01 0.04 0.000
C -3.643 -1.926 4.008 0.21 0.03 0.04 0.000
C -2.305 -1.948 4.724 -0.06 0.05 -0.24 0.000
C -3.774 -1.617 2.636 0.07 -0.02 0.12 0.000
Te -1.938 -0.885 1.821 -0.12 -0.17 0.11 0.001
N -2.520 -0.373 0.014 -0.48 0.33 -0.21 0.000
C -1.770 0.625 -0.431 -0.75 -0.83 -0.23 0.000
O -0.687 0.934 0.122 0.92 0.66 -0.07 0.004
C -2.317 1.282 -1.669 -0.11 0.05 0.33 0.000
C -3.647 1.701 -1.671 0.01 -0.07 -0.06 0.000
C -4.204 2.248 -2.817 0.06 0.02 0.02 0.000
C -3.440 2.365 -3.972 0.02 -0.01 0.07 0.000
C -2.108 1.977 -3.959 0.01 -0.01 -0.04 0.000
C -1.545 1.454 -2.804 0.13 0.00 -0.11 0.000
C -0.970 -2.736 1.497 0.11 -0.04 0.00 0.001
C -1.514 -3.737 0.678 -0.09 0.03 -0.01 0.000
C -2.814 -3.586 -0.080 0.12 -0.02 0.23 0.000
C -0.833 -4.948 0.594 0.05 -0.05 -0.02 0.000
C 0.339 -5.191 1.299 -0.01 -0.04 -0.01 0.000
C 1.037 -6.526 1.222 -0.04 0.14 -0.01 0.000
C 0.861 -4.169 2.082 0.07 -0.11 -0.05 0.000
C 0.241 -2.930 2.187 0.07 0.14 0.07 0.000
C 0.914 -1.871 3.042 -0.35 -0.37 -0.23 0.003
C -5.037 -1.664 2.025 -0.12 -0.03 -0.09 0.000
C -5.356 -1.402 0.566 0.09 -0.01 0.16 0.000
C -6.127 -2.022 2.819 -0.08 0.01 0.04 0.000
H -7.001 -2.845 6.023 0.00 0.01 -0.05 0.000
H -7.724 -3.564 4.578 0.02 0.03 0.03 0.000
H -7.992 -1.862 4.936 0.02 -0.02 0.01 0.000
H -4.652 -2.467 5.808 -0.01 -0.02 -0.07 0.000
H -2.439 -2.176 5.780 -0.05 -0.02 -0.01 0.000
H -1.785 -0.985 4.669 -0.10 -0.15 -0.04 0.000
H -1.650 -2.714 4.298 -0.02 0.02 0.03 0.000
H -4.233 1.609 -0.766 -0.02 -0.05 -0.02 0.000
H -5.230 2.595 -2.805 0.05 -0.04 0.00 0.000
H -3.874 2.781 -4.873 0.02 0.01 0.05 0.000
H -1.498 2.109 -4.846 -0.01 -0.01 0.07 0.000
H -0.498 1.186 -2.781 0.07 -0.01 -0.02 0.000
H -2.907 -2.608 -0.549 0.03 0.00 -0.01 0.000
H -3.657 -3.710 0.607 0.04 0.01 -0.03 0.000
H -2.896 -4.356 -0.848 0.03 0.03 0.03 0.000
H -1.245 -5.728 -0.041 0.03 0.04 0.04 0.000
H 0.499 -7.215 0.573 0.01 0.00 0.00 0.000
H 1.112 -6.978 2.213 0.00 0.01 -0.02 0.000
H 2.052 -6.413 0.837 -0.02 0.00 -0.01 0.000
H 1.790 -4.333 2.622 -0.05 0.02 -0.05 0.000
H 1.990 -2.034 3.056 -0.07 -0.16 -0.01 0.002
H 0.561 -1.920 4.076 -0.03 0.02 -0.01 0.000
H 0.752 -0.853 2.688 -0.14 -0.48 0.09 0.000
H -4.572 -0.869 0.041 0.01 -0.01 0.02 0.000
H -6.286 -0.835 0.498 0.00 0.00 0.01 0.000
H -5.522 -2.353 0.052 0.01 0.02 0.01 0.000
H -7.102 -2.070 2.340 0.04 0.02 0.04 0.000
C 2.543 -3.448 -1.114 0.02 -0.02 -0.08 0.000
C 3.434 -2.633 -2.076 0.21 -0.19 0.25 0.000
C 4.178 -3.596 -3.018 0.07 -0.01 0.03 0.000
C 4.482 -1.914 -1.197 -0.01 -0.10 -0.01 0.000
Si 2.370 -1.411 -3.057 -0.16 0.23 0.24 0.000
Br 1.680 -0.041 -1.347 -0.15 -0.54 -0.41 0.003
C 3.292 -0.255 -4.232 0.10 0.09 -0.29 0.000
C 3.562 -0.971 -5.572 0.02 -0.02 0.03 0.000
C 4.644 0.163 -3.639 0.07 0.03 -0.08 0.001
C 2.498 1.038 -4.500 0.03 -0.02 -0.11 0.000
C 0.774 -2.178 -3.755 -0.21 -0.11 -0.04 0.000
C 1.095 -3.541 -4.400 -0.01 0.01 -0.07 0.000
C -0.292 -2.384 -2.660 0.01 -0.08 -0.02 0.000
C 0.130 -1.303 -4.840 -0.10 -0.19 -0.06 0.000
H 3.185 -4.109 -0.518 -0.05 0.05 -0.03 0.000
H 1.819 -4.077 -1.638 0.07 0.04 0.07 0.000
H 1.996 -2.797 -0.422 0.08 -0.11 -0.05 0.000
H 4.790 -4.278 -2.413 -0.02 0.04 -0.07 0.000
H 4.853 -3.061 -3.695 -0.03 -0.06 0.11 0.000
H 3.505 -4.203 -3.626 0.09 0.03 0.07 0.000
H 4.866 -2.631 -0.460 -0.01 0.06 -0.06 0.000
H 4.065 -1.070 -0.646 0.06 -0.14 -0.02 0.000
H 5.333 -1.554 -1.773 -0.04 -0.01 0.04 0.000
H 4.128 -1.899 -5.439 -0.03 0.11 -0.02 0.000
H 4.155 -0.309 -6.213 -0.03 -0.06 0.02 0.000
H 2.645 -1.215 -6.110 0.10 0.03 0.01 0.000
H 5.350 -0.671 -3.603 -0.04 0.08 -0.01 0.000
H 4.547 0.579 -2.634 0.01 -0.03 -0.06 0.001
H 5.081 0.937 -4.282 -0.02 -0.06 0.06 0.000
H 1.527 0.853 -4.960 0.08 0.04 0.02 0.000
H 3.076 1.660 -5.195 -0.04 -0.04 0.05 0.000
H 2.343 1.623 -3.592 0.03 0.00 -0.01 0.000
H 1.387 -4.293 -3.665 -0.04 0.04 -0.06 0.000
H 1.890 -3.471 -5.152 -0.11 -0.02 0.07 0.000
H 0.193 -3.907 -4.907 0.07 0.00 0.02 0.000
H 0.079 -2.934 -1.793 -0.07 0.02 -0.07 0.000
H -1.129 -2.951 -3.092 0.06 0.05 0.05 0.000
H -0.686 -1.433 -2.298 -0.01 -0.02 -0.05 0.000
H 0.745 -1.228 -5.737 -0.07 0.03 0.03 0.000
H -0.088 -0.302 -4.487 -0.10 0.12 0.08 0.000
H -0.825 -1.759 -5.133 0.07 0.03 0.01 0.000
```
Forces are in eV/Å.

Output
- LUMO energy (alpha / beta) (Eh) = 0.0092 / 0.0016
- highest occupied orbital energy (alpha / beta) (eV) = -5.2 / -7.5
- multiplicity = 2
- relative energy (zero: lowest compared OMol25 entry of this formula, charge and spin) (kcal per mole) = 13.0
- maximum force (eV Å⁻¹) = 1.3

Formula: C4H7NO
Source: the Open Molecules 2025 dataset
Level of theory: ωB97M-V/def2-TZVPD

```
13
Properties=species:S:1:pos:R:3:forces:R:3:nbo_charge:R:1
C 0.645 0.226 0.664 1.93 1.98 0.02 -0.494
C -0.210 1.306 -0.050 -0.78 -1.19 0.54 -0.226
C -0.906 -0.896 -0.805 2.60 1.08 0.01 -0.271
C -0.241 -0.884 0.592 -4.85 -0.24 -0.11 0.112
N -1.397 0.459 -0.462 -1.55 1.92 1.03 -0.146
O -1.746 0.047 0.904 2.08 -2.68 -0.76 -0.461
H 1.461 -0.083 0.036 0.92 0.20 -0.44 0.216
H 1.102 0.609 1.587 -0.58 -0.71 0.08 0.237
H -0.345 2.265 0.547 -0.75 -1.66 -0.64 0.225
H 0.137 1.569 -0.972 1.81 1.09 -2.44 0.185
H -0.136 -0.962 -1.688 -1.53 0.19 1.36 0.184
H -1.693 -1.665 -0.865 0.17 0.78 -0.12 0.230
H -0.204 -1.855 0.994 0.54 -0.76 1.47 0.211
```
Forces are in eV/Å.

Output
- LUMO energy (Eh) = 0.0354
- highest occupied orbital energy (eV) = -8.9
- relative energy (zero: lowest compared OMol25 entry of this formula, charge and spin) (kcal per mole) = 125.7
- maximum force (eV Å⁻¹) = 4.9

Formula: C4H3NO
Source: the Open Molecules 2025 dataset
Level of theory: ωB97M-V/def2-TZVPD

```
9
Properties=species:S:1:pos:R:3:forces:R:3:nbo_charge:R:1
C 1.705 -0.867 -0.325 -1.64 1.27 0.73 -0.051
C 0.775 -0.146 0.040 2.14 -0.52 2.23 -0.195
C 0.175 0.649 1.152 3.11 2.26 -1.05 0.251
N 0.302 1.671 1.724 -0.52 -1.79 -0.24 -0.334
H 2.579 -1.445 -0.512 -0.11 -0.15 -0.53 0.252
C -1.187 -0.032 -0.559 -5.55 -0.06 3.35 0.200
O -1.494 -0.195 0.706 0.45 -0.15 -4.66 -0.496
H -0.974 0.941 -1.011 1.19 -0.04 0.44 0.190
H -1.881 -0.576 -1.215 0.93 -0.80 -0.28 0.183
```
Forces are in eV/Å.

Output
- LUMO energy (alpha / beta) (Eh) = -0.0684 / -0.0684
- highest occupied orbital energy (alpha / beta) (eV) = -9.6 / -9.6
- relative energy (zero: lowest compared OMol25 entry of this formula, charge and spin) (kcal per mole) = 131.1
- maximum force (eV Å⁻¹) = 6.5
- structure (SMILES) = C#CC#N.C=O

Formula: C7H10Cl18
Source: the Open Molecules 2025 dataset
Level of theory: ωB97M-V/def2-TZVPD

```
35
Properties=species:S:1:pos:R:3:forces:R:3:nbo_charge:R:1
Cl 1.896 -0.546 0.295 0.04 0.06 -0.05 0.022
C 0.206 -0.930 -0.001 -0.14 -0.35 0.53 -0.283
Cl -0.662 -1.106 1.543 0.05 0.11 -0.11 -0.007
Cl 0.055 -2.429 -0.901 0.14 -0.09 -0.27 0.023
H -0.257 -0.132 -0.563 0.04 0.13 -0.08 0.240
Cl 0.390 3.586 1.263 -0.01 -0.03 -0.14 0.013
C -1.358 3.618 0.982 0.23 0.37 0.05 -0.287
Cl -1.955 2.062 0.460 -0.12 -0.20 -0.14 0.028
Cl -1.791 4.887 -0.173 0.06 -0.06 -0.02 0.017
H -1.814 3.881 1.925 -0.14 -0.10 0.06 0.231
Cl -3.022 -1.103 -1.444 -0.05 0.34 0.06 0.010
C -4.095 -2.337 -2.090 0.04 0.00 0.13 -0.292
Cl -3.464 -3.935 -1.750 0.12 -0.35 0.06 0.025
Cl -4.343 -2.113 -3.808 -0.09 0.07 -0.22 0.031
H -5.040 -2.248 -1.578 -0.15 0.06 -0.04 0.228
Cl 4.755 0.959 -1.211 -0.01 0.25 0.08 0.012
C 4.011 2.393 -0.472 -0.06 -0.28 -0.03 -0.290
Cl 3.573 3.584 -1.683 0.12 0.21 -0.12 0.022
Cl 5.051 3.099 0.761 0.01 -0.06 -0.01 0.025
H 3.095 2.058 -0.003 -0.02 0.01 0.08 0.231
Cl -1.705 0.278 6.377 -0.14 0.00 0.27 -0.011
C -1.342 0.227 4.663 0.20 -0.09 -0.15 -0.399
Cl -1.179 1.841 3.962 0.01 0.08 0.05 -0.039
H -0.396 -0.283 4.539 0.06 -0.01 -0.06 0.227
H -2.132 -0.298 4.144 -0.12 0.02 -0.01 0.222
Cl 1.337 -4.852 1.918 -0.15 0.03 0.13 -0.016
C 2.169 -5.101 0.394 0.47 0.12 -0.17 -0.395
Cl 3.919 -5.349 0.621 -0.17 -0.09 -0.02 -0.037
H 1.755 -5.964 -0.108 0.01 -0.13 0.05 0.220
H 2.068 -4.214 -0.214 -0.13 0.08 0.01 0.226
Cl 1.171 1.258 -2.623 -0.03 -0.16 0.11 -0.035
C 0.093 2.221 -3.637 -0.03 0.08 0.03 -0.395
Cl -1.508 1.498 -3.788 -0.06 -0.09 -0.03 -0.019
H -0.035 3.197 -3.188 0.10 0.06 0.08 0.225
H 0.553 2.290 -4.613 -0.07 0.01 -0.11 0.224
```
Forces are in eV/Å.

Output
- LUMO energy (Eh) = 0.0112
- highest occupied orbital energy (eV) = -10.9
- relative energy (zero: lowest compared OMol25 entry of this formula, charge and spin) (kcal per mole) = 0.0
- maximum force (eV Å⁻¹) = 0.6
- structure (SMILES) = ClC(Cl)Cl.ClC(Cl)Cl.ClC(Cl)Cl.ClC(Cl)Cl.ClCCl.ClCCl.ClCCl

Which of these has the highest relative energy (zero: lowest compared OMol25 entry of this formula, charge and spin)?
C4H3NO

Look up the relative energy (zero: lowest compared OMol25 entry of this formula, charge and spin) of the second one.
125.7 kcal per mole

Which of these has the highest maximum force?
C4H3NO

Which of these has the lowest maximum force?
C7H10Cl18